Here is a 5-piece molecular cluster, C33H73Br2F4N3O17P5S overall in a non-equilibrium geometry from the Open Molecules 2025 dataset. Energies are from ωB97M-V/def2-TZVPD.

Geometry (Å):
C: -6.22 -0.44 1.33
C: -5.77 0.42 0.16
C: -4.37 1.08 0.22
Br: -3.18 0.45 1.64
N: -3.72 1.28 -1.11
C: -3.73 2.76 -1.27
C: -2.93 3.33 -2.42
S: -2.97 5.13 -1.98
C: -3.63 3.16 -3.81
C: -4.80 2.19 -3.93
C: -4.99 1.75 -5.38
Br: -6.46 3.03 -3.34
C: -1.53 2.67 -2.30
C: -0.44 3.19 -3.29
C: -0.80 3.89 -4.59
C: 0.30 4.16 -5.53
O: -0.71 3.15 -5.79
C: -0.78 2.85 -0.93
F: -1.39 2.25 0.10
F: 0.42 2.28 -1.03
F: -0.58 4.11 -0.59
N: -1.68 1.17 -2.37
P: -1.57 0.70 -4.18
C: -2.60 -0.76 -4.44
C: 0.16 0.08 -4.36
C: 0.33 -1.26 -5.07
C: -2.66 0.58 -1.59
N: -2.52 -0.75 -1.38
C: -3.61 -1.67 -1.01
C: -4.59 -2.06 -2.11
C: -1.19 -1.35 -1.52
C: -0.15 -0.80 -0.55
F: 1.02 -0.55 -1.24
H: -6.18 0.10 2.27
H: -7.26 -0.71 1.16
H: -5.65 -1.37 1.43
H: -6.46 1.26 0.11
H: -5.88 -0.11 -0.77
H: -4.55 2.07 0.60
H: -3.34 3.19 -0.36
H: -4.77 3.07 -1.33
H: -1.80 5.49 -2.51
H: -4.00 4.13 -4.11
H: -2.93 2.88 -4.59
H: -4.68 1.30 -3.32
H: -5.35 2.58 -5.99
H: -5.74 0.96 -5.44
H: -4.05 1.39 -5.78
H: 0.13 3.93 -2.74
H: 0.26 2.40 -3.53
H: -1.57 4.64 -4.54
H: 0.18 4.99 -6.22
H: 1.28 3.75 -5.34
H: -3.65 -0.53 -4.30
H: -2.35 -1.67 -3.90
H: -2.46 -0.97 -5.50
H: 0.66 0.07 -3.40
H: 0.63 0.86 -4.96
H: 0.00 -2.11 -4.47
H: 1.39 -1.42 -5.27
H: -0.17 -1.28 -6.04
H: -3.12 -2.58 -0.66
H: -4.15 -1.32 -0.16
H: -5.44 -2.57 -1.65
H: -4.99 -1.19 -2.62
H: -4.14 -2.72 -2.85
H: -1.32 -2.41 -1.33
H: -0.82 -1.28 -2.54
H: 0.06 -1.52 0.23
H: -0.48 0.12 -0.07
C: -1.43 2.78 3.71
O: -1.13 1.83 4.75
P: -0.74 2.34 6.20
O: -1.13 3.72 6.49
O: 0.80 2.04 6.37
C: 1.73 2.45 5.36
O: -1.41 1.22 7.08
C: -1.20 1.27 8.51
H: -0.92 2.44 2.81
H: -2.50 2.80 3.55
H: -1.09 3.78 3.97
H: 1.50 3.46 5.01
H: 1.69 1.76 4.52
H: 2.72 2.45 5.80
H: -1.52 2.23 8.90
H: -0.15 1.10 8.74
H: -1.80 0.48 8.94
C: 3.69 -1.50 -1.05
O: 4.98 -2.13 -1.05
P: 5.23 -3.35 -2.03
O: 4.23 -3.50 -3.09
O: 5.38 -4.62 -1.09
C: 4.42 -4.84 -0.04
O: 6.71 -3.08 -2.47
C: 7.35 -4.06 -3.31
H: 3.38 -1.34 -0.02
H: 3.76 -0.54 -1.56
H: 2.96 -2.12 -1.57
H: 3.41 -4.62 -0.38
H: 4.68 -4.21 0.81
H: 4.48 -5.88 0.24
H: 6.77 -4.23 -4.21
H: 7.49 -5.00 -2.77
H: 8.32 -3.65 -3.57
C: 0.70 -10.74 -2.52
O: 1.53 -9.79 -1.83
P: 3.10 -9.81 -2.05
O: 3.55 -10.52 -3.25
O: 3.72 -10.33 -0.69
C: 3.22 -11.54 -0.11
O: 3.41 -8.26 -1.98
C: 4.79 -7.87 -2.05
H: -0.01 -11.14 -1.80
H: 0.16 -10.22 -3.32
H: 1.29 -11.54 -2.95
H: 3.08 -12.31 -0.87
H: 2.28 -11.35 0.40
H: 3.96 -11.88 0.60
H: 5.26 -8.26 -2.95
H: 5.33 -8.22 -1.16
H: 4.82 -6.78 -2.08
C: 4.76 8.48 8.60
O: 3.44 7.94 8.68
P: 3.00 6.74 7.74
O: 4.10 6.00 7.11
O: 1.96 7.36 6.71
C: 2.30 8.56 6.02
O: 2.07 5.93 8.71
C: 1.42 4.76 8.18
H: 4.67 9.57 8.60
H: 5.33 8.16 9.46
H: 5.27 8.15 7.69
H: 3.33 8.53 5.66
H: 2.15 9.42 6.67
H: 1.63 8.63 5.16
H: 2.17 4.07 7.79
H: 0.71 5.03 7.40
H: 0.90 4.29 9.00

Orbital gap (eV): 8.8
LUMO energy (eV): -2.703
HOMO (Ha): -0.4211
Charge: +1

=====

Here is a 9-piece molecular cluster, C24H69N3O15 overall in a non-equilibrium geometry from the Open Molecules 2025 dataset. Energies are from ωB97M-V/def2-TZVPD.

Geometry (Å):
C: -0.04 -0.10 2.73
O: -0.69 -0.22 1.49
C: 0.01 -1.10 0.61
C: -0.80 -1.11 -0.71
C: -0.17 -2.03 -1.77
N: -1.14 0.17 -1.28
H: -0.01 -1.03 3.31
H: -0.65 0.44 3.45
H: 0.96 0.32 2.86
H: 1.04 -0.74 0.51
H: 0.12 -2.08 1.07
H: -1.78 -1.50 -0.46
H: -0.68 -2.23 -2.71
H: 0.11 -3.03 -1.43
H: 0.77 -1.53 -1.99
H: -1.77 0.66 -0.65
H: -0.37 0.81 -1.32
C: -1.39 -5.16 -5.27
O: -1.70 -4.30 -6.31
C: -1.47 -2.96 -6.11
C: -1.87 -2.03 -7.32
C: -1.94 -0.47 -7.07
N: -3.20 -2.48 -7.78
H: -1.73 -4.83 -4.28
H: -0.30 -5.20 -5.27
H: -1.78 -6.18 -5.31
H: -2.06 -2.83 -5.20
H: -0.45 -2.78 -5.79
H: -1.20 -2.29 -8.14
H: -2.17 -0.02 -8.04
H: -0.98 -0.04 -6.80
H: -2.79 -0.11 -6.49
H: -3.89 -2.16 -7.11
H: -3.25 -3.48 -7.73
C: 2.75 6.38 -1.81
O: 2.63 5.23 -2.59
C: 3.69 4.27 -2.50
C: 3.42 2.90 -3.12
C: 2.16 2.14 -2.77
N: 4.58 2.01 -2.68
H: 3.69 6.92 -1.88
H: 2.92 6.07 -0.78
H: 1.80 6.90 -1.68
H: 4.51 4.70 -3.07
H: 4.07 4.17 -1.48
H: 3.37 3.03 -4.20
H: 2.01 1.99 -1.70
H: 2.14 1.13 -3.19
H: 1.24 2.63 -3.07
H: 4.68 1.88 -1.69
H: 4.36 1.08 -2.99
O: 1.89 3.71 0.49
C: 1.82 3.36 1.85
C: 0.55 3.79 2.47
O: -0.60 3.29 1.93
H: 1.17 3.17 0.15
H: 1.97 2.28 1.84
H: 2.53 3.92 2.45
H: 0.46 4.88 2.51
H: 0.49 3.55 3.53
H: -1.02 3.95 1.38
O: -1.78 5.58 0.73
C: -3.16 5.44 1.04
C: -3.61 4.00 1.19
O: -3.52 3.41 -0.14
H: -1.64 5.39 -0.20
H: -3.12 5.77 2.08
H: -3.75 6.18 0.50
H: -4.57 3.79 1.67
H: -3.03 3.41 1.89
H: -3.81 2.49 -0.06
O: -1.94 -0.99 5.38
C: -2.44 -1.54 6.69
C: -1.30 -2.49 7.21
O: -0.30 -1.67 7.73
H: -1.02 -0.80 5.60
H: -2.76 -0.67 7.26
H: -3.38 -1.94 6.33
H: -0.75 -3.13 6.52
H: -1.73 -3.13 7.98
H: 0.10 -2.05 8.52
O: -3.58 0.59 0.78
C: -4.56 0.59 1.82
C: -3.87 0.32 3.15
O: -3.89 -1.01 3.50
H: -2.84 0.09 1.13
H: -4.87 1.62 1.93
H: -5.41 -0.08 1.66
H: -4.36 0.97 3.87
H: -2.83 0.61 3.02
H: -3.21 -1.15 4.15
O: 5.01 -2.25 2.52
C: 3.79 -1.61 2.86
C: 2.90 -2.35 3.92
O: 2.30 -3.58 3.38
H: 5.40 -1.69 1.84
H: 4.17 -0.65 3.21
H: 3.20 -1.46 1.95
H: 2.02 -1.78 4.22
H: 3.45 -2.66 4.81
H: 2.02 -4.16 4.09
O: 2.10 -4.30 0.75
C: 3.21 -4.61 -0.14
C: 2.80 -4.36 -1.69
O: 1.59 -5.08 -2.02
H: 2.35 -4.12 1.66
H: 4.14 -4.09 0.10
H: 3.38 -5.67 0.03
H: 3.54 -4.56 -2.46
H: 2.63 -3.28 -1.71
H: 0.92 -5.03 -1.33

Orbital gap (eV): 8.8
LUMO energy (eV): -0.085
HOMO (Ha): -0.3248
SMILES: COC[C@H](C)N.COC[C@H](C)N.COC[C@H](C)N.OCCO.OCCO.OCCO.OCCO.OCCO.OCCO
ΔE to the lowest compared entry with this formula, charge and spin (kcal/mol): 88.8

=====

Here is C38H30F6GeN4O4S2Tc as an isolated structure in a non-equilibrium geometry from the Open Molecules 2025 dataset. Energies are from ωB97M-V/def2-TZVPD.

Geometry (Å):
Tc: -0.43 -0.35 -0.34
C: 2.46 -0.94 -2.26
C: 2.53 -1.49 -0.87
C: 3.58 -2.19 -0.38
C: 3.57 -2.71 0.95
C: 2.53 -2.50 1.77
C: 1.33 -1.78 1.34
N: 1.38 -1.30 -0.09
C: 0.64 -0.87 2.29
C: 0.75 -0.81 3.67
C: -0.14 0.05 4.36
C: -0.99 0.86 3.66
C: -1.00 0.83 2.25
N: -0.24 -0.12 1.62
C: -1.63 1.73 1.37
C: -2.56 2.72 1.76
C: -2.97 3.65 0.85
C: -2.43 3.63 -0.44
C: -1.59 2.60 -0.81
C: -1.00 2.57 -2.18
N: -1.23 1.63 0.04
H: 3.41 -1.08 -2.77
H: 2.21 0.12 -2.24
H: 1.68 -1.46 -2.81
H: 4.46 -2.32 -0.99
H: 4.44 -3.24 1.30
H: 2.58 -2.79 2.81
H: 1.44 -1.43 4.21
H: -0.12 0.06 5.43
H: -1.65 1.54 4.18
H: -2.95 2.70 2.76
H: -3.69 4.41 1.13
H: -2.68 4.39 -1.16
H: -0.84 3.59 -2.54
H: -1.66 2.06 -2.88
H: -0.04 2.05 -2.17
F: -0.55 -2.52 -4.57
C: -1.52 -2.28 -3.69
F: -1.10 -2.77 -2.51
F: -2.61 -2.95 -4.06
S: -1.76 -0.43 -3.42
O: -0.66 -0.24 -2.49
O: -1.59 0.17 -4.69
N: -3.19 -0.24 -2.85
S: -3.58 -0.22 -1.32
O: -2.67 -0.97 -0.49
O: -4.03 1.04 -0.86
C: -5.10 -1.33 -1.36
F: -4.81 -2.48 -1.97
F: -6.12 -0.77 -1.99
F: -5.49 -1.62 -0.12
C: 0.39 -2.25 0.25
Ge: 0.09 -4.20 -0.11
C: -1.81 -4.76 0.12
C: -2.20 -5.30 1.34
C: -3.45 -5.84 1.52
C: -4.35 -5.89 0.47
C: -3.99 -5.34 -0.74
C: -2.74 -4.78 -0.91
C: 1.04 -4.92 1.50
C: 0.63 -4.46 2.75
C: 1.26 -4.90 3.91
C: 2.33 -5.77 3.82
C: 2.76 -6.21 2.58
C: 2.10 -5.80 1.43
C: 0.84 -4.93 -1.82
C: 0.05 -5.62 -2.73
C: 0.56 -6.06 -3.94
C: 1.89 -5.82 -4.25
C: 2.70 -5.18 -3.34
C: 2.18 -4.73 -2.14
H: -1.50 -5.31 2.16
H: -3.72 -6.25 2.49
H: -5.32 -6.35 0.60
H: -4.69 -5.35 -1.57
H: -2.51 -4.35 -1.87
H: -0.16 -3.73 2.82
H: 0.92 -4.54 4.87
H: 2.84 -6.10 4.72
H: 3.60 -6.88 2.51
H: 2.43 -6.16 0.46
H: -0.99 -5.82 -2.49
H: -0.07 -6.58 -4.64
H: 2.29 -6.15 -5.20
H: 3.75 -5.02 -3.56
H: 2.82 -4.22 -1.43

<S²>: 3.787
Orbital gap (alpha / beta) (eV): 5.5 / 6.9
LUMO energy (alpha / beta) (eV): 0.301 / -0.871
HOMO (alpha / beta) (Ha): -0.1922 / -0.2860
2S+1: 4
ΔE to the lowest compared entry with this formula, charge and spin (kcal/mol): 31.2

=====

Here is C22H21Cl4Ge2I2O2Ru as an isolated structure in a non-equilibrium geometry from the Open Molecules 2025 dataset. Energies are from ωB97M-V/def2-TZVPD.

Geometry (Å):
Ru: 0.91 1.44 0.28
I: 3.56 1.45 0.47
C: 3.25 1.69 2.59
I: 1.15 2.14 2.67
H: 3.85 2.49 3.00
H: 3.42 0.74 3.09
Cl: -3.42 6.28 -2.30
C: -2.75 4.90 -1.61
C: -3.61 3.91 -1.03
Cl: -5.28 4.14 -1.09
C: -3.12 2.78 -0.44
Cl: -4.14 1.60 0.25
C: -1.73 2.58 -0.38
O: -1.20 1.61 0.17
C: -0.82 3.56 -1.03
O: 0.40 3.29 -1.03
C: -1.38 4.74 -1.60
Cl: -0.33 5.88 -2.28
C: -0.61 0.46 -2.99
Ge: 0.84 -0.63 -2.22
C: 2.59 0.17 -2.67
C: 0.77 -2.56 -2.65
Ge: 0.38 -0.92 0.27
C: 1.74 -1.79 1.39
C: 1.60 -1.88 2.77
C: 2.61 -2.46 3.53
C: 3.75 -2.96 2.91
C: 3.89 -2.88 1.53
C: 2.89 -2.28 0.77
C: -1.47 -1.35 0.71
C: -2.30 -1.86 -0.28
C: -3.62 -2.18 0.01
C: -4.11 -1.97 1.30
C: -3.29 -1.44 2.28
C: -1.96 -1.13 1.99
H: -0.51 0.51 -4.07
H: -0.57 1.48 -2.60
H: -1.59 0.04 -2.75
H: 2.73 0.14 -3.75
H: 3.42 -0.37 -2.21
H: 2.62 1.22 -2.38
H: 0.90 -2.68 -3.73
H: -0.20 -3.00 -2.38
H: 1.56 -3.11 -2.14
H: 0.71 -1.52 3.26
H: 2.50 -2.54 4.60
H: 4.53 -3.42 3.50
H: 4.76 -3.28 1.04
H: 3.01 -2.21 -0.30
H: -1.93 -2.02 -1.29
H: -4.26 -2.59 -0.76
H: -5.14 -2.22 1.53
H: -3.67 -1.27 3.28
H: -1.34 -0.71 2.77

<S²>: 0.759
Orbital gap (alpha / beta) (eV): 5.6 / 5.5
LUMO energy (alpha / beta) (eV): -8.766 / -8.762
HOMO (alpha / beta) (Ha): -0.5276 / -0.5248
Charge: +2
2S+1: 2
ΔE to the lowest compared entry with this formula, charge and spin (kcal/mol): 11.1

=====

Here is C41H36Br3N7O12 as an isolated structure in a non-equilibrium geometry from the Open Molecules 2025 dataset. Energies are from ωB97M-V/def2-TZVPD.

Geometry (Å):
N: -3.78 1.24 -1.30
C: -4.95 1.92 -1.52
C: -4.98 2.98 -0.66
C: -3.80 2.93 0.14
C: -3.08 1.86 -0.30
H: -3.43 0.50 -1.88
H: -5.63 1.59 -2.29
H: -5.79 3.70 -0.66
H: -3.52 3.60 0.94
H: -2.09 1.51 -0.07
C: -2.79 -1.27 2.45
Br: -4.55 -0.72 1.90
Br: -2.86 -2.28 4.09
Br: -1.59 0.22 2.62
H: -2.41 -1.93 1.69
C: 5.46 2.04 -0.36
C: 5.66 0.78 -0.92
C: 6.06 -0.27 -0.10
C: 6.17 -0.03 1.26
C: 6.11 1.24 1.80
C: 5.72 2.28 0.98
N: 6.48 -1.17 2.14
O: 6.28 -2.28 1.72
O: 6.88 -0.91 3.27
H: 5.01 2.80 -0.99
H: 5.62 0.61 -1.98
H: 6.24 -1.24 -0.53
H: 6.38 1.41 2.83
H: 5.65 3.27 1.39
C: 2.03 0.62 0.21
C: 1.28 1.15 -0.83
C: 0.19 0.50 -1.36
C: -0.15 -0.73 -0.84
C: 0.61 -1.31 0.16
C: 1.67 -0.63 0.71
N: -1.26 -1.47 -1.42
O: -1.87 -0.92 -2.33
O: -1.54 -2.57 -0.98
H: 2.94 1.12 0.51
H: 1.51 2.16 -1.15
H: -0.37 0.91 -2.19
H: 0.30 -2.30 0.47
H: 2.29 -1.09 1.48
C: 2.92 2.46 4.16
C: 1.79 1.73 3.79
C: 1.80 0.35 3.86
C: 2.93 -0.29 4.30
C: 4.06 0.42 4.68
C: 4.09 1.80 4.53
N: 2.94 -1.75 4.33
O: 4.00 -2.29 4.56
O: 1.90 -2.33 4.09
H: 2.88 3.53 4.03
H: 0.91 2.31 3.52
H: 0.93 -0.24 3.63
H: 4.92 -0.09 5.10
H: 5.05 2.25 4.71
C: -3.04 7.37 -2.81
C: -3.36 6.10 -2.34
C: -2.40 5.11 -2.30
C: -1.10 5.42 -2.65
C: -0.75 6.68 -3.09
C: -1.73 7.65 -3.21
N: -0.05 4.44 -2.41
O: 1.04 4.83 -2.04
O: -0.38 3.27 -2.52
H: -3.79 8.12 -3.01
H: -4.35 5.83 -2.00
H: -2.65 4.14 -1.89
H: 0.28 6.87 -3.35
H: -1.46 8.66 -3.50
C: -2.87 -3.82 -6.53
C: -2.61 -3.91 -5.17
C: -3.29 -3.09 -4.29
C: -4.26 -2.25 -4.79
C: -4.50 -2.11 -6.14
C: -3.83 -2.94 -7.02
N: -4.97 -1.36 -3.85
O: -4.82 -1.55 -2.67
O: -5.68 -0.49 -4.33
H: -2.38 -4.48 -7.24
H: -1.91 -4.65 -4.80
H: -3.07 -3.10 -3.23
H: -5.28 -1.48 -6.54
H: -4.01 -2.88 -8.08
C: -0.38 -4.80 1.39
C: -1.42 -4.88 2.32
C: -1.13 -5.24 3.62
C: 0.17 -5.53 3.98
C: 1.21 -5.50 3.06
C: 0.92 -5.12 1.76
N: 0.48 -5.83 5.36
O: -0.44 -5.98 6.14
O: 1.64 -5.93 5.68
H: -0.61 -4.43 0.39
H: -2.45 -4.69 2.04
H: -1.94 -5.29 4.33
H: 2.21 -5.77 3.35
H: 1.71 -5.07 1.03

Orbital gap (eV): 7.2
LUMO energy (eV): -1.014
HOMO (Ha): -0.3007
ΔE to the lowest compared entry with this formula, charge and spin (kcal/mol): 0.0

=====

Per-record molar mass, g mol⁻¹: 1206.69, 639.82, 955.41, 959.32, 1058.49
Per-record calculated total energy, eV: -282919.542, -61181.562, -150729.763, -209137.117, -288212.516